(1)
A structure of composition C22H32Cl5F2NO26S2Y at a distorted geometry, computed with ωB97M-V/def2-TZVPD.

ORCA input file:
```
! wB97M-V def2-TZVPD RIJCOSX def2/J DEFGRID3
* xyz 1 1
Y 1.630 -2.594 2.224
Cl 6.532 -3.036 -0.002
O 7.446 -3.341 1.041
O 6.685 -1.622 -0.350
O 6.696 -3.887 -1.168
O 5.179 -3.196 0.549
N 0.621 -0.248 0.294
S 0.974 0.452 -1.052
O 1.977 1.473 -1.051
O 0.062 0.277 -2.145
F 1.970 -0.768 -1.353
S -0.600 0.895 0.444
O -1.876 0.523 -0.195
O -0.293 2.323 0.527
F -0.925 0.584 2.003
C -2.111 -0.594 8.562
C -0.779 -0.105 9.103
O 0.164 -0.659 8.266
C -0.433 -0.911 7.113
O 0.193 -1.160 6.079
O -1.755 -0.760 7.220
H -2.776 0.246 8.761
H -2.554 -1.515 8.938
H -0.688 -0.578 10.081
H -0.531 0.955 9.048
C 3.929 3.046 6.291
C 5.016 3.606 5.382
O 4.836 2.856 4.221
C 3.891 1.916 4.353
O 3.626 1.022 3.518
O 3.319 1.999 5.509
H 3.216 3.812 6.598
H 4.260 2.447 7.139
H 6.050 3.473 5.698
H 4.891 4.684 5.284
C 0.662 -5.384 -4.446
C 1.015 -6.865 -4.026
O 0.993 -6.704 -2.646
C 0.938 -5.462 -2.210
O 1.215 -5.010 -1.073
O 0.736 -4.671 -3.243
H -0.309 -5.371 -4.943
H 1.361 -4.924 -5.144
H 2.036 -6.996 -4.385
H 0.399 -7.603 -4.541
C -4.759 -6.467 -0.223
C -5.664 -5.713 0.748
O -4.886 -4.580 1.038
C -3.581 -4.677 0.663
O -2.696 -3.827 0.782
O -3.461 -5.834 -0.002
H -5.144 -6.279 -1.225
H -4.928 -7.528 -0.040
H -5.864 -6.357 1.605
H -6.661 -5.295 0.603
C 7.031 3.763 -1.594
C 5.904 4.474 -0.852
O 6.422 5.801 -0.648
C 7.343 6.077 -1.666
O 7.570 7.219 -2.063
O 7.712 4.896 -2.216
H 6.623 3.118 -2.372
H 7.759 3.213 -0.998
H 5.770 3.904 0.067
H 4.920 4.500 -1.322
C -5.219 4.450 -0.137
C -6.548 3.792 0.181
O -7.350 4.084 -0.950
C -6.841 4.976 -1.624
O -7.324 5.446 -2.665
O -5.712 5.400 -1.051
H -4.393 3.832 -0.487
H -4.821 4.925 0.761
H -6.977 4.122 1.128
H -6.586 2.707 0.275
Cl -5.555 0.655 -3.306
C -4.320 -0.472 -3.849
C -4.873 -1.703 -4.506
Cl -5.637 -2.759 -3.278
H -3.822 -0.874 -2.967
H -3.517 0.019 -4.399
H -4.044 -2.312 -4.867
H -5.583 -1.449 -5.293
Cl 2.177 3.105 -5.625
C 1.026 2.359 -6.716
C -0.346 3.036 -6.651
Cl -1.330 2.854 -8.098
H 0.966 1.305 -6.446
H 1.463 2.571 -7.691
H -0.185 4.107 -6.521
H -0.945 2.789 -5.774
*
```

Calculated values
ΔE to the lowest compared entry with this formula, charge and spin: 12.3193 eV
electronic energy: -6202.8918 hartree
Kohn-Sham gap: 2.207 eV


(2)
A cluster of 2 separate species, C22H32ClFN3O4 in total at a distorted geometry, computed with ωB97M-V/def2-TZVPD.

ORCA input file:
```
! wB97M-V def2-TZVPD RIJCOSX def2/J DEFGRID3
* xyz 1 1
Cl 0.037 -0.996 -3.196
C -0.621 -1.942 -1.764
N -0.049 -1.508 -0.480
C 1.453 -1.728 -0.481
C 2.002 -1.324 0.878
N 0.922 -0.927 1.798
F 1.300 2.036 5.809
C -0.126 -1.971 1.962
C -0.679 -2.360 0.608
C 0.199 0.258 1.251
C -0.383 -0.053 -0.119
H -1.708 -1.801 -1.793
H -0.363 -2.988 -1.966
H 1.649 -2.802 -0.681
H 1.895 -1.138 -1.306
H 2.539 -2.158 1.358
H 2.664 -0.443 0.780
H 0.317 -2.811 2.499
H -0.883 -1.482 2.577
H -1.770 -2.171 0.540
H -0.478 -3.426 0.378
H -0.592 0.460 1.988
H 0.894 1.109 1.222
H 0.008 0.599 -0.920
H -1.490 0.004 -0.116
C -4.653 1.473 2.909
N -4.173 2.355 3.964
C -4.993 3.569 4.000
C -3.166 2.074 4.881
C -2.459 3.134 5.545
C -1.528 2.923 6.548
C -1.004 1.646 6.818
C 0.214 1.487 7.690
C 1.534 1.297 6.900
C 1.757 -0.217 6.729
O 0.997 -0.972 7.306
O 2.802 -0.734 6.011
C 4.029 0.000 6.011
C 4.694 -0.034 7.358
C 5.001 -0.681 5.053
O 3.733 1.341 5.771
C 2.938 1.903 6.921
O 3.210 3.040 7.255
C -1.768 0.581 6.300
C -2.690 0.776 5.235
H -4.173 0.501 2.900
H -5.731 1.342 3.053
H -4.540 1.920 1.912
H -5.100 3.956 5.010
H -4.647 4.392 3.359
H -5.994 3.313 3.627
H -2.703 4.158 5.249
H -1.117 3.778 7.092
H 0.380 2.412 8.237
H 0.015 0.645 8.345
H 4.013 0.326 8.128
H 5.036 -1.029 7.608
H 5.548 0.640 7.316
H 4.667 -0.926 4.043
H 5.899 -0.066 4.934
H 5.313 -1.648 5.478
H -1.531 -0.407 6.684
H -3.091 -0.097 4.698
*
```

Calculated values
ΔE to the lowest compared entry with this formula, charge and spin: 1.5819 eV
electronic energy: -1882.4327 hartree
Kohn-Sham gap: 6.790 eV


(3)
A structure of composition C22H32FN7O10P2Ru at a distorted geometry, computed with ωB97M-V/def2-TZVPD.

ORCA input file:
```
! wB97M-V def2-TZVPD RIJCOSX def2/J DEFGRID3
* xyz 2 1
Ru -1.306 -2.288 -2.306
C 1.080 -4.033 4.243
C 1.240 -2.529 4.083
N 0.713 -2.019 2.803
C -0.269 -2.653 2.150
C -0.630 -2.369 0.857
C -1.992 -2.819 0.380
O -2.676 -3.517 1.072
O -2.394 -2.201 -0.721
C 0.185 -1.487 0.095
O 0.195 -1.386 -1.171
C 0.993 -0.591 0.897
C 1.477 0.605 0.359
C 2.000 1.573 1.165
F 2.347 2.726 0.558
C 2.127 1.411 2.567
C 1.781 0.154 3.058
C 1.189 -0.833 2.265
N 2.584 2.420 3.418
C 2.175 2.477 4.811
C 3.392 2.813 5.680
N 4.281 3.760 4.928
C 3.472 4.632 4.031
C 2.902 3.762 2.907
H 1.653 -4.351 5.112
H 1.471 -4.561 3.374
H 0.045 -4.326 4.406
H 2.302 -2.281 4.101
H 0.748 -2.014 4.912
H -0.823 -3.420 2.674
H 1.392 0.785 -0.703
H 1.902 -0.058 4.109
H 1.753 1.537 5.149
H 1.391 3.232 4.939
H 3.969 1.922 5.920
H 3.069 3.281 6.609
H 4.925 3.223 4.342
H 4.847 4.315 5.572
H 4.094 5.416 3.603
H 2.692 5.109 4.621
H 3.644 3.672 2.118
H 2.023 4.263 2.489
O -3.399 -5.524 -3.684
P -2.340 -4.416 -3.439
O -1.437 -4.670 -2.279
O -2.949 -3.005 -3.331
O -1.508 -4.341 -4.835
P -0.750 -2.945 -5.149
O 0.428 -3.395 -6.078
O -1.618 -1.899 -5.705
O -0.096 -2.515 -3.797
H -4.010 -5.368 -4.421
H 0.251 -3.253 -7.018
C -3.091 -0.108 -3.695
N -3.368 1.243 -4.117
C -2.242 1.778 -4.875
N -1.062 1.815 -4.000
C -0.747 0.471 -3.573
N -1.889 -0.102 -2.802
C -2.175 0.764 -1.634
N -2.482 2.109 -2.073
C -3.652 2.089 -2.967
C -1.345 2.645 -2.832
H -2.880 -0.742 -4.554
H -3.941 -0.517 -3.148
H -2.473 2.785 -5.224
H -2.035 1.135 -5.730
H 0.144 0.481 -2.940
H -0.564 -0.158 -4.442
H -1.299 0.789 -0.980
H -3.018 0.351 -1.078
H -3.852 3.106 -3.304
H -4.522 1.708 -2.430
H -0.461 2.675 -2.190
H -1.582 3.661 -3.150
*
```

Calculated values
electronic energy: -2870.3996 hartree
Kohn-Sham gap (alpha / beta): 4.792 / 4.793 eV


(4)
A structure of composition C22H32GaN4O2S3 at a distorted geometry, computed with ωB97M-V/def2-TZVPD.

ORCA input file:
```
! wB97M-V def2-TZVPD RIJCOSX def2/J DEFGRID3
* xyz 1 1
Ga -0.165 0.173 0.344
C 1.782 -2.890 -0.071
N 1.698 -1.515 0.433
C 2.736 -0.661 -0.118
C 2.427 -0.332 -1.591
N 0.991 -0.140 -1.862
C 0.365 -1.280 -2.538
C 0.804 1.100 -2.561
C 0.863 1.173 -3.946
C 0.722 2.382 -4.600
C 0.525 3.539 -3.865
C 0.479 3.486 -2.486
C 0.626 2.272 -1.821
S 0.643 2.280 -0.065
C 1.644 -1.608 1.861
C 2.775 -1.605 2.661
C 2.664 -1.818 4.024
C 1.422 -2.042 4.590
C 0.283 -2.016 3.806
C 0.385 -1.790 2.441
S -1.070 -1.674 1.434
H 2.597 -3.430 0.420
H 0.850 -3.410 0.138
H 1.957 -2.903 -1.140
H 2.725 0.273 0.456
H 3.737 -1.111 -0.060
H 2.963 0.590 -1.833
H 2.816 -1.113 -2.252
H 1.095 -1.874 -3.093
H -0.131 -1.919 -1.803
H -0.385 -0.922 -3.239
H 1.052 0.283 -4.528
H 0.784 2.416 -5.677
H 0.418 4.484 -4.372
H 0.340 4.384 -1.901
H 3.744 -1.430 2.219
H 3.553 -1.828 4.634
H 1.335 -2.221 5.650
H -0.690 -2.157 4.249
O -1.911 0.565 -0.900
S -2.566 -0.073 -2.104
C -4.087 0.854 -2.541
C -4.909 -0.271 -3.146
C -4.933 -1.408 -2.117
C -3.582 -1.430 -1.405
H -3.838 1.638 -3.252
H -4.532 1.287 -1.648
H -4.413 -0.614 -4.057
H -5.915 0.050 -3.408
H -5.131 -2.357 -2.612
H -5.729 -1.238 -1.393
H -3.031 -2.357 -1.546
H -3.648 -1.227 -0.338
C 1.991 2.127 4.146
N 0.558 2.082 4.336
C -0.268 1.480 3.466
N -1.581 1.449 3.770
O 0.161 0.944 2.428
H 2.492 2.005 5.105
H 2.304 3.070 3.691
H 2.268 1.310 3.483
H 0.176 2.604 5.109
H -1.963 1.918 4.569
H -2.206 1.001 3.119
*
```

Calculated values
ΔE to the lowest compared entry with this formula, charge and spin: 0.5224 eV
electronic energy: -4346.2643 hartree
Kohn-Sham gap: 8.447 eV


(5)
An isolated molecule of C22H32N2O4S, computed with ωB97M-V/def2-TZVPD.

ORCA input file:
```
! wB97M-V def2-TZVPD RIJCOSX def2/J DEFGRID3
* xyz 0 1
C 4.015 1.592 -1.696
C 3.801 1.673 -0.192
H 4.432 2.441 0.262
H 3.999 0.707 0.281
O 2.455 2.053 0.099
C 1.639 1.126 0.573
O 1.926 -0.030 0.753
C 0.256 1.719 0.887
C -0.747 0.572 1.098
H -0.198 -0.303 1.451
H -1.490 0.843 1.848
C -1.458 0.214 -0.216
N -0.570 0.405 -1.342
C 0.380 -0.501 -1.720
O 1.382 -0.191 -2.336
N 0.159 -1.829 -1.377
C -0.991 -2.592 -1.540
C -2.094 -2.104 -2.240
C -3.228 -2.887 -2.377
C -3.266 -4.169 -1.835
C -2.161 -4.658 -1.168
C -1.026 -3.882 -1.015
H -0.164 -4.267 -0.491
H -2.184 -5.657 -0.757
H -4.156 -4.767 -1.953
S -4.681 -2.350 -3.229
C -4.269 -0.674 -3.793
H -5.150 -0.320 -4.319
H -3.422 -0.706 -4.472
H -4.066 -0.033 -2.939
H -2.034 -1.120 -2.675
H 1.022 -2.355 -1.354
C -0.280 1.809 -1.583
C -0.219 2.605 -0.272
H 0.459 3.448 -0.398
H -1.205 2.999 -0.017
H -1.056 2.223 -2.239
H 0.677 1.855 -2.106
H -2.319 0.870 -0.377
H -1.820 -0.812 -0.174
C 0.408 2.575 2.159
C 1.118 1.839 3.295
C 0.895 2.512 4.655
C 1.689 1.766 5.727
C 3.155 1.687 5.308
H 3.726 1.077 6.009
C 3.251 1.085 3.906
O 2.497 1.826 2.976
H 4.278 1.106 3.537
H 2.900 0.041 3.920
H 3.584 2.691 5.291
H 1.594 2.273 6.689
H 1.287 0.755 5.835
H -0.169 2.509 4.896
H 1.237 3.547 4.594
H 0.756 0.799 3.358
H 1.007 3.455 1.922
H -0.578 2.901 2.492
H 3.844 2.563 -2.155
H 3.322 0.872 -2.126
H 5.033 1.276 -1.904
*
```

Calculated values
ΔE to the lowest compared entry with this formula, charge and spin: 0.1872 eV
SMILES: CCOC(=O)C1(C[C@@H]2CCCCO2)CCN(C(=O)Nc2cccc(SC)c2)CC1
electronic energy: -1666.2281 hartree
Kohn-Sham gap: 8.601 eV


(6)
An isolated molecule of C22H32N2O4S at a distorted geometry, computed with ωB97M-V/def2-TZVPD.

ORCA input file:
```
! wB97M-V def2-TZVPD RIJCOSX def2/J DEFGRID3
* xyz 0 1
C 6.112 0.668 4.344
H 6.193 1.494 3.630
O 5.861 -0.556 3.694
C 4.719 -0.698 2.977
C 3.761 0.298 2.816
C 2.625 0.053 2.061
C 2.454 -1.181 1.473
C 3.399 -2.182 1.626
C 4.538 -1.960 2.374
C 5.581 -3.014 2.566
H 5.306 -3.926 2.046
H 5.703 -3.228 3.627
H 6.542 -2.662 2.195
H 3.220 -3.135 1.155
S 1.014 -1.531 0.485
O 0.130 -0.387 0.528
O 0.451 -2.791 0.867
N 1.727 -1.764 -1.025
C 2.316 -0.576 -1.605
C 1.267 0.443 -2.053
H 1.749 1.230 -2.636
H 0.841 0.898 -1.160
C 0.157 -0.202 -2.898
C -1.050 0.740 -2.976
O -1.481 1.167 -4.028
N -1.574 1.044 -1.773
H -1.191 0.620 -0.938
C -2.777 1.822 -1.610
H -2.573 2.668 -0.944
H -3.051 2.204 -2.595
C -3.919 0.969 -1.038
C -5.145 1.806 -0.798
C -6.105 1.919 -1.705
C -7.336 2.754 -1.533
C -7.537 3.167 -0.077
C -6.217 3.662 0.501
C -5.208 2.518 0.525
H -4.217 2.896 0.786
H -5.489 1.795 1.299
H -6.365 4.051 1.511
H -5.834 4.472 -0.122
H -8.301 3.944 -0.011
H -7.881 2.306 0.501
H -8.207 2.200 -1.892
H -7.244 3.647 -2.161
H -6.018 1.399 -2.650
H -3.585 0.520 -0.099
H -4.139 0.168 -1.745
C -0.318 -1.562 -2.359
C 0.857 -2.450 -1.961
H 1.458 -2.732 -2.831
H 0.502 -3.352 -1.461
H -0.937 -1.425 -1.471
H -0.922 -2.057 -3.121
H 0.527 -0.345 -3.919
H 2.927 -0.902 -2.453
H 2.975 -0.136 -0.853
H 1.868 0.809 1.929
H 3.886 1.266 3.275
H 5.337 0.898 5.082
H 7.065 0.539 4.853
*
```

Calculated values
ΔE to the lowest compared entry with this formula, charge and spin: 1.5481 eV
SMILES: COc1ccc(S(=O)(=O)N2CCC(C(=O)NCCC3=CCCCC3)CC2)cc1C
electronic energy: -1666.1780 hartree
Kohn-Sham gap: 9.180 eV


(7)
A structure of composition C22H32N4NdOP2 at a distorted geometry, computed with ωB97M-V/def2-TZVPD.

ORCA input file:
```
! wB97M-V def2-TZVPD RIJCOSX def2/J DEFGRID3
* xyz 3 4
Nd -0.007 -0.383 -0.134
C -0.168 0.915 3.985
P -0.533 1.192 2.221
C -2.364 1.410 2.285
C 0.146 2.837 1.794
C 0.748 3.602 2.791
C 1.271 4.857 2.515
C 1.195 5.365 1.230
C 0.604 4.614 0.224
C 0.082 3.347 0.479
P -0.718 2.421 -0.890
C -0.029 3.154 -2.422
C -2.422 3.092 -0.964
H -0.633 1.703 4.577
H 0.901 0.882 4.193
H -0.610 -0.039 4.271
H -2.609 2.425 2.595
H -2.764 0.714 3.024
H -2.841 1.199 1.327
H 0.810 3.227 3.803
H 1.728 5.434 3.307
H 1.596 6.345 1.009
H 0.547 5.039 -0.769
H -0.459 4.142 -2.574
H -0.305 2.530 -3.273
H 1.055 3.239 -2.378
H -2.354 4.176 -1.055
H -3.000 2.849 -0.077
H -2.932 2.696 -1.844
O 1.884 -2.074 -0.034
C 2.144 -2.978 -1.157
C 0.854 -3.547 -1.729
C -0.118 -2.521 -2.359
C 0.623 -1.470 -3.148
C 0.927 -1.640 -4.485
C 1.737 -0.705 -5.115
C 2.229 0.366 -4.378
C 1.861 0.481 -3.055
N 1.058 -0.406 -2.440
H 2.422 -2.379 0.705
H 2.764 -3.803 -0.811
H 2.708 -2.425 -1.906
H 0.332 -4.117 -0.957
H 1.148 -4.259 -2.503
H -0.736 -2.042 -1.569
H -0.814 -3.055 -3.003
H 0.545 -2.494 -5.030
H 1.987 -0.812 -6.163
H 2.886 1.097 -4.829
H 2.222 1.303 -2.450
N -2.633 -5.379 2.168
C -1.747 -4.386 2.210
C -1.719 -3.334 1.255
N -0.832 -2.351 1.333
C 0.049 -2.381 2.355
C 0.034 -3.423 3.271
N -0.838 -4.408 3.197
H -3.381 -5.433 1.499
H -2.600 -6.068 2.905
H -2.433 -3.317 0.440
H 0.757 -1.562 2.448
H 0.746 -3.464 4.087
*
```

Calculated values
ΔE to the lowest compared entry with this formula, charge and spin: 0.3318 eV
electronic energy: -2395.0497 hartree
Kohn-Sham gap (alpha / beta): 6.792 / 7.182 eV